{"formula": "C10H24FN2O2", "method": "ωB97M-V/def2-TZVPD", "species": ["C", "C", "C", "C", "C", "N", "O", "C", "C", "F", "H", "H", "H", "H", "H", "H", "H", "H", "H", "H", "H", "H", "H", "H", "H", "H", "H", "C", "O", "N", "C", "C", "H", "H", "H", "H", "H", "H", "H"], "coordinates": [[1.8640, -2.1187, -0.1164], [1.9307, -0.6624, -0.5941], [2.5027, -0.5850, -1.9914], [0.6313, 0.1283, -0.4035], [-0.3854, 0.0736, -1.5308], [-1.5932, -0.7861, -1.2582], [-2.1700, -0.4293, -0.0335], [-1.3747, -2.2451, -1.3501], [-0.9967, -2.6589, -2.7520], [-1.6801, -1.8427, -3.6339], [1.6171, -2.8059, -0.9182], [1.0819, -2.1948, 0.6321], [2.7819, -2.3902, 0.3791], [2.6550, -0.1908, 0.0553], [3.4878, -1.0225, -2.0298], [2.5838, 0.4273, -2.3713], [1.9009, -1.1627, -2.6860], [0.8944, 1.1663, -0.2761], [0.1951, -0.1612, 0.5400], [-0.7848, 1.0632, -1.6808], [0.0071, -0.2426, -2.4860], [-2.2978, -0.5345, -1.9557], [-2.1722, -1.2110, 0.5477], [-0.6529, -2.5892, -0.6287], [-2.3159, -2.7156, -1.0915], [0.0631, -2.5017, -2.9097], [-1.2500, -3.6927, -2.9323], [0.9533, 2.5733, 2.7742], [1.6885, 3.5294, 2.6609], [-0.3965, 2.6347, 2.7927], [-1.2117, 1.4454, 2.9059], [-1.0386, 3.9371, 2.6909], [1.3386, 1.5386, 2.8617], [-1.8543, 1.3586, 2.0245], [-1.8361, 1.4906, 3.8000], [-0.5732, 0.5646, 2.9696], [-0.7513, 4.4242, 1.7588], [-0.7236, 4.5739, 3.5168], [-2.1182, 3.8145, 2.7198]], "homo_lumo_gap_ev": 8.6, "e_tot_ev": -20543.40130, "e_homo_ha": -0.4313, "total_charge": 1, "de_lowest_ev": 0.000}